Density functional theory data (ωB97M-V/def2-TZVPD) for a cluster of 2 separate species, C12H26N5O4P in total.

Results
HOMO energy = -3.192 eV
LUMO = -0.0456 Eh
Frontier orbital gap = 0.072 hartree

Atoms and positions in Å:
P1 1.50904 -1.36245 2.66756
O1 0.55479 -2.38313 2.18714
O2 -0.70097 1.54178 0.04712
O3 0.97919 -0.86312 4.11099
O4 1.60149 -0.20688 1.57829
N1 -0.82938 1.76106 -1.31063
N2 2.18137 -4.04730 4.13415
N3 1.28917 -6.05994 4.89609
N4 2.26085 -5.73262 2.72832
N5 2.82082 -4.67364 2.08928
C1 0.99427 2.67324 -2.57402
C2 -1.23847 3.81843 -2.67745
C3 -2.07667 -0.28260 -1.69031
C4 3.14095 -2.26093 2.84082
C5 -3.35348 1.79590 -1.20877
C6 1.88600 -5.35968 3.93413
C7 2.73605 -3.69181 2.97482
C8 -2.09254 1.51340 -3.36901
C9 -1.92658 2.98599 -3.75834
C10 -0.26943 3.04076 -1.77188
C11 -2.07294 1.24077 -1.85534
C12 0.15421 4.00971 -0.66813
H1 0.87465 -5.57657 5.67637
H2 0.76244 2.02081 -3.41787
H3 3.18579 -4.60541 1.15063
H4 0.72604 0.27061 1.60833
H5 0.60358 4.90679 -1.10657
H6 -0.69940 4.32782 -0.06671
H7 -1.28550 0.94122 -3.83780
H8 -3.01490 1.12671 -3.81394
H9 3.69912 -1.90425 3.71568
H10 1.49139 3.56752 -2.97424
H11 -0.71475 4.65535 -3.15290
H12 2.13689 -6.64439 2.31167
H13 -2.92055 -0.72893 -2.22847
H14 3.74726 -2.09262 1.93676
H15 -1.36356 3.04752 -4.69415
H16 -4.24035 1.34433 -1.66770
H17 -3.44952 2.87786 -1.31818
H18 0.61971 -1.62873 4.58760
H19 -2.16238 -0.57621 -0.64343
H20 -2.90468 3.42706 -3.97240
H21 1.71383 2.15109 -1.94020
H22 1.30890 -7.06662 4.83972
H23 0.89844 3.57118 -0.00424
H24 -1.15840 -0.71757 -2.09145
H25 -2.01155 4.28260 -2.05838
H26 -3.39023 1.56591 -0.14297

Mulliken atomic charge list, values in e, 5 entries: 0.99, -0.69, -0.92, -0.50, -0.35